Record 1
The following is a DFT calculation (ωB97M-V/def2-TZVPD) of C4H5NS as an isolated structure.

Properties
energy above the lowest of the compared OMol25 structures with the same formula, charge and spin = 2.104 eV
HOMO level = -9.22 eV
orbital gap = 0.3542 Ha

XYZ file:
```
11
C4H5NS, DFT ωB97M-V/def2-TZVPD
C 0.60630 -1.10204 -0.21151
C -0.22472 0.10656 -0.05048
C 1.22855 -1.90283 0.69984
C -1.18356 1.86185 -0.35557
N -1.29445 0.51406 -0.60936
S 0.34848 1.60560 0.69811
H 0.62892 -1.55317 -1.21237
H 1.69428 -2.74457 0.31385
H 1.07963 -1.59875 1.69710
H -0.97589 2.43115 -1.25010
H -1.90754 2.38213 0.28050
```

***

Record 2
The following is a DFT calculation (ωB97M-V/def2-TZVPD) of one molecule with the formula C6H12.

Properties
energy above the lowest of the compared OMol25 structures with the same formula, charge and spin = 3.702 eV
HOMO level = -8.19 eV
orbital gap = 0.3182 Ha

XYZ file:
```
18
C6H12, DFT ωB97M-V/def2-TZVPD
C 0.88128 0.34079 1.94027
C 1.31584 1.18299 0.74295
C 0.36587 1.00441 -0.44167
C 0.47331 -0.27979 -1.16303
C -0.82798 -0.68801 -1.74604
C -1.38636 -1.54978 -0.58106
H 0.88800 -0.72564 1.68319
H -0.13460 0.60357 2.26214
H 1.54961 0.48608 2.79563
H 1.35773 2.24111 1.02965
H 2.32151 0.88410 0.42712
H 0.69459 1.65565 -1.28133
H -0.66064 1.33971 -0.19233
H -0.60960 -2.20564 -0.17209
H -1.54596 0.12332 -1.95774
H -0.71613 -1.31859 -2.63426
H -2.20540 -2.17719 -0.94096
H -1.76107 -0.91709 0.22954
```

***

Record 3
The following is a DFT calculation (ωB97M-V/def2-TZVPD) of a 13-piece molecular cluster, C17H57ClIN24O15P overall.

Properties
HOMO level = -8.44 eV
orbital gap = 0.2794 Ha

XYZ file:
```
116
C17H57ClIN24O15P, DFT ωB97M-V/def2-TZVPD
O 6.88495 -3.41368 1.54542
C 5.90573 -4.22109 1.05204
O 4.56022 -3.63378 0.95609
C 4.06118 -3.59604 -0.42759
C 2.40235 -3.42085 -0.30568
C 1.92050 -4.60819 0.74508
C 0.26672 -4.77283 0.77494
I -0.18382 -6.45629 -0.58140
P 6.40851 -6.00943 0.60936
O 5.15129 -6.88442 -0.21989
Cl 7.97857 -5.83830 -0.85879
H 4.48200 -2.70526 -1.07663
H 4.25710 -4.57629 -1.04784
H 1.88296 -3.48289 -1.35817
H 2.18577 -2.37936 0.22784
H 2.23620 -4.40380 1.86284
H 2.43646 -5.60870 0.38311
H -0.04991 -5.00301 1.89139
H -0.24173 -3.77424 0.43207
H 4.32424 -6.99397 0.33796
C 0.92901 -2.66098 4.15140
O 0.62380 -3.33786 3.18218
N 0.01909 -2.17590 5.01533
N 2.20254 -2.33971 4.44217
H 0.25100 -1.61683 5.81888
H -0.95158 -2.39466 4.83287
H 2.91892 -2.68501 3.81694
H 2.47342 -1.78355 5.23556
C 2.13975 -0.21199 -2.30205
O 2.11930 -1.42447 -2.16000
N 3.13375 0.55938 -1.82603
N 1.17013 0.46113 -2.94732
H 3.16814 1.55908 -1.93302
H 3.88380 0.09210 -1.33366
H 0.40300 -0.08199 -3.32135
H 1.16950 1.45914 -3.07434
C 5.19326 -3.10452 -4.73261
O 5.29909 -3.74850 -5.76450
N 4.00279 -2.77011 -4.20288
N 6.25762 -2.67176 -4.03298
H 3.89545 -2.24048 -3.35435
H 3.17583 -3.07644 -4.69851
H 7.17283 -2.90208 -4.39726
H 6.19050 -2.14037 -3.18135
C 1.13940 -7.38631 3.74198
O 0.88196 -7.19307 2.56423
N 1.18473 -6.39377 4.64887
N 1.40073 -8.60905 4.23820
H 1.39489 -6.53316 5.62276
H 0.99402 -5.45746 4.31676
H 1.37691 -9.38438 3.58885
H 1.61472 -8.78797 5.20482
C -1.48409 -2.41099 -4.93279
O -1.56088 -1.53142 -4.08948
N -1.38637 -3.71494 -4.61684
N -1.49035 -2.15493 -6.25340
H -1.32218 -4.45346 -5.29692
H -1.37820 -3.95107 -3.63321
H -1.56253 -1.18579 -6.53432
H -1.42803 -2.86566 -6.96272
C -0.70205 3.76223 -2.10135
O 0.38518 3.47114 -2.57453
N -1.28722 3.04288 -1.12679
N -1.41213 4.82837 -2.51213
H -2.18175 3.26670 -0.72461
H -0.78592 2.23182 -0.78880
H -1.00741 5.39690 -3.24447
H -2.30894 5.08408 -2.13462
C -1.11796 7.19154 0.06561
O -1.37540 7.38478 -1.11213
N -1.07262 8.18407 0.97251
N -0.85663 5.96879 0.56183
H -0.86247 8.04469 1.94639
H -1.26333 9.12038 0.64040
H -0.88045 5.19346 -0.08751
H -0.64263 5.78987 1.52846
C -5.22147 5.93694 -2.48477
O -4.54278 4.99468 -2.86191
N -6.54637 6.01314 -2.70494
N -4.70515 6.98327 -1.81527
H -7.12193 6.78069 -2.40222
H -6.97485 5.24574 -3.20579
H -3.71105 6.96548 -1.62868
H -5.24789 7.76816 -1.49664
C -5.70621 -2.39742 -2.87828
O -6.84961 -2.27705 -2.46735
N -4.75205 -1.47602 -2.65414
N -5.29818 -3.46224 -3.59194
H -3.80525 -1.55743 -2.98427
H -5.01752 -0.65856 -2.12063
H -5.98554 -4.17943 -3.78303
H -4.36106 -3.57909 -3.93880
C 0.63326 5.78829 4.50094
O -0.41696 5.89549 3.88754
N 1.76410 6.41003 4.12108
N 0.75360 5.03886 5.61157
H 2.63829 6.33397 4.61306
H 1.71684 6.98440 3.28969
H -0.07435 4.55381 5.93184
H 1.60981 4.93835 6.13019
C -7.43913 4.90361 1.20401
O -6.29922 5.33033 1.10787
N -8.01284 4.62194 2.38772
N -8.22345 4.67696 0.13485
H -8.94999 4.26992 2.48705
H -7.45648 4.77849 3.21796
H -7.82990 4.87601 -0.77556
H -9.16442 4.32593 0.19400
C 2.75129 1.33139 3.40960
O 1.60790 1.45176 3.82053
N 3.70546 2.25279 3.63374
N 3.15933 0.26657 2.69594
H 4.65225 2.17138 3.30361
H 3.43998 3.07025 4.16725
H 2.47196 -0.45062 2.50485
H 4.09644 0.14971 2.34908
```

***

Record 4
The following is a DFT calculation (ωB97M-V/def2-TZVPD) of one molecule with the formula C3H3NO2.

Properties
SMILES string = O=CN=C=CO
energy above the lowest of the compared OMol25 structures with the same formula, charge and spin = 2.888 eV
HOMO level = -8.96 eV
orbital gap = 0.3448 Ha

XYZ file:
```
9
C3H3NO2, DFT ωB97M-V/def2-TZVPD
O -1.59993 -1.40005 -0.99283
C -0.63572 -1.72158 -0.35502
N 0.64168 -1.11445 -0.51378
C 0.71190 -0.00265 0.02586
C 0.63735 1.16010 0.62046
O 0.19464 2.30527 0.01560
H -0.63257 -2.52870 0.39230
H 0.98112 1.27707 1.64210
H -0.25978 2.06171 -0.80234
```

***

Record 5
The following is a DFT calculation (ωB97M-V/def2-TZVPD) of one molecule with the formula C3H5NO2.

Properties
SMILES string = [H]/N=C(/C)OC=O
energy above the lowest of the compared OMol25 structures with the same formula, charge and spin = 0.829 eV
HOMO level = -10.29 eV
orbital gap = 0.4094 Ha

XYZ file:
```
11
C3H5NO2, DFT ωB97M-V/def2-TZVPD
H 0.25413 1.59385 -1.04510
N -0.58992 1.35204 -0.52455
C -0.42836 0.24985 0.04748
C -1.42112 -0.46805 0.90965
O 0.75806 -0.54945 -0.01534
C 1.82860 -0.15618 -0.72823
O 1.94067 0.85148 -1.37956
H -1.00012 -0.61155 1.90924
H -1.62243 -1.45699 0.48735
H -2.35533 0.09219 0.98553
H 2.63581 -0.89720 -0.64647
```

***

Record 6
The following is a DFT calculation (ωB97M-V/def2-TZVPD) of a 2-piece molecular cluster, C2H7N5S overall.

Properties
energy above the lowest of the compared OMol25 structures with the same formula, charge and spin = 5.975 eV
HOMO level = -8.05 eV
orbital gap = 0.2454 Ha

XYZ file:
```
15
C2H7N5S, DFT ωB97M-V/def2-TZVPD
C 1.25162 0.66727 -0.96691
C -0.07861 0.42848 -0.51241
H 2.90664 -1.49193 0.64347
H 1.82865 -0.65395 1.20101
H 1.65203 1.61954 -1.50593
H 0.30647 -1.47711 -0.10668
H -2.56411 -2.53069 1.05633
H -2.42189 2.60503 0.23450
H -2.09510 0.92601 0.83397
N 1.96360 -1.11440 0.35537
N 2.29137 -0.02382 -0.57298
N -0.58111 -0.82593 0.07775
N -0.69544 1.63896 -0.34970
N -1.83407 1.63786 0.32486
S -1.93004 -1.40531 -0.71265
```

***

Record 7
The following is a DFT calculation (ωB97M-V/def2-TZVPD) of C29H72MnO23P3 as an isolated structure.

Properties
2S+1 = 6
total charge = +1
HOMO level (spin up / spin down) = -10.76 / -10.76 eV
orbital gap (spin up / spin down) = 0.3128 / 0.2996 Ha

XYZ file:
```
128
C29H72MnO23P3, DFT ωB97M-V/def2-TZVPD
Mn 2.65891 0.89216 2.43637
C -0.14749 -1.30369 0.54936
C 0.88399 -0.64691 1.37336
O 2.06654 -0.82546 1.21601
O 0.57085 0.19893 2.22568
H -1.05885 -1.08121 1.10438
H -0.10610 -2.36397 0.29999
H -0.19927 -0.70256 -0.35841
C 3.12760 0.74664 -1.82019
O 2.08697 1.68256 -1.58537
P 2.27047 2.77296 -0.47596
O 2.26741 2.14354 0.89572
O 3.55934 3.66916 -0.97554
C 3.65151 4.16356 -2.30012
O 1.04034 3.85899 -0.82396
C -0.31585 3.61977 -0.50454
H 3.20999 0.06336 -0.97495
H 4.11387 1.20364 -1.90098
H 3.03259 0.06390 -2.66455
H 4.07934 3.33259 -2.86095
H 4.26974 5.02470 -2.55376
H 2.63878 4.32203 -2.67074
H -0.76107 4.07949 -1.38687
H -0.59221 4.15582 0.40342
H -0.59520 2.56883 -0.42976
C 3.97562 0.89927 6.73147
O 2.94731 -0.09562 6.91849
P 1.94411 -0.33812 5.65043
O 2.52148 -0.14731 4.31675
O 0.60379 0.42132 5.96957
C 0.10723 0.54482 7.33905
O 1.43977 -1.94127 5.88317
C 1.21888 -2.99501 4.94087
H 3.43261 1.83419 6.59296
H 4.54188 0.75029 5.81209
H 4.72424 0.92023 7.52344
H -0.85361 0.06721 7.53083
H -0.19702 1.58671 7.43897
H 0.84775 0.25459 8.08438
H 2.03044 -2.90304 4.21905
H 0.28213 -2.91121 4.38990
H 1.25344 -3.99900 5.36387
C 1.93863 5.51182 2.39189
O 2.16397 5.05491 3.70411
P 1.40289 3.75985 4.25919
O 2.01087 2.48533 3.72049
O -0.23816 3.92969 3.95566
C -1.09060 2.69886 3.83102
O 1.59170 3.82637 5.84299
C 0.89900 4.73710 6.65476
H 1.23314 4.99053 1.74487
H 2.85752 5.65809 1.82413
H 1.50645 6.50970 2.46642
H -0.88907 2.14352 4.74702
H -0.88248 2.16017 2.90657
H -2.07903 3.15438 3.77096
H 0.76165 4.27183 7.63085
H -0.13052 4.99621 6.40768
H 1.58725 5.57701 6.74938
C -0.03927 -0.96101 -8.64811
O -1.35713 -1.04653 -8.06432
C -2.07397 0.17325 -8.03195
C -1.56299 1.34972 -7.20534
O -1.68380 0.94877 -5.78121
C -0.94274 1.90042 -5.00523
C -0.15578 1.07559 -3.91115
O -0.94458 0.73015 -2.78273
C -1.93385 -0.23616 -2.98232
H -0.21103 -0.56972 -9.65085
H 0.35076 -1.93740 -8.93559
H 0.77704 -0.45751 -8.13020
H -3.03277 -0.02315 -7.55213
H -2.19999 0.63545 -9.01103
H -2.02666 2.32793 -7.33264
H -0.51206 1.38333 -7.49261
H -1.57924 2.66369 -4.55762
H -0.16585 2.36930 -5.60914
H 0.70574 1.59767 -3.49485
H 0.21939 0.22754 -4.48402
H -2.74474 0.19934 -3.56618
H -2.45709 -0.58889 -2.09355
H -1.46205 -1.07768 -3.48962
C 4.51430 -8.70644 -4.63308
O 4.23947 -7.67690 -3.72696
C 5.13999 -6.51523 -3.86839
C 4.94585 -5.50072 -2.80727
O 3.72589 -4.72105 -2.85856
C 3.76602 -3.40502 -2.33257
C 4.25108 -3.16376 -0.86623
O 5.67625 -2.94744 -1.05009
C 6.35149 -2.80782 0.19762
H 3.99727 -8.45380 -5.55879
H 4.19432 -9.64305 -4.17647
H 5.53558 -8.94271 -4.93183
H 5.16200 -6.03252 -4.84543
H 6.14359 -6.90045 -3.68817
H 5.80089 -4.82814 -2.73923
H 4.89553 -6.10182 -1.89940
H 2.72813 -3.08700 -2.43131
H 4.26007 -2.70721 -3.00864
H 4.07917 -4.02849 -0.22530
H 3.72254 -2.30132 -0.46012
H 6.15731 -3.66438 0.84314
H 5.97086 -2.01748 0.84460
H 7.41999 -2.69994 0.01108
C -4.61240 -1.62764 -0.33171
O -5.49936 -0.49629 -0.15385
C -6.95053 -0.78654 -0.16128
C -7.49523 -1.27495 1.17960
O -7.12821 -0.42597 2.27903
C -8.10102 -0.05276 3.26734
C -9.05977 1.00968 2.74108
O -8.43943 2.19718 2.30189
C -9.07229 2.85309 1.28794
H -4.35109 -1.93138 -1.34539
H -4.80311 -2.51544 0.27121
H -3.69233 -1.20184 0.06863
H -7.29047 -1.43725 -0.96697
H -7.41459 0.19377 -0.26966
H -7.08568 -2.26903 1.35894
H -8.56127 -1.48332 1.08885
H -7.57635 0.30470 4.15336
H -8.70198 -0.91659 3.55150
H -9.81204 1.38126 3.43685
H -9.61606 0.56283 1.91709
H -8.31082 2.81301 0.50906
H -9.36626 3.88734 1.46686
H -9.92004 2.33252 0.84247
```